Formula: C20H76O28
Source: the Open Molecules 2025 dataset
Level of theory: ωB97M-V with the def2-TZVPD basis set

```
124
Properties=species:S:1:pos:R:3:forces:R:3
O 2.45594 3.31621 3.01851 -0.4941 0.4145 -1.5115
H 3.16397 2.69122 2.94178 0.5493 -0.5145 0.2049
H 2.26145 3.44671 3.92772 -0.0267 0.1231 1.3362
O -0.34181 3.85188 2.91957 0.7957 -1.4203 2.1349
H 0.52784 3.51830 2.67057 0.3444 -0.1318 0.2534
H -0.59255 4.29974 2.15943 -0.9837 1.5445 -2.3837
O 3.35673 1.25250 -0.05413 -0.4785 1.0237 0.1767
H 3.06749 2.20347 -0.06115 0.2492 -0.6788 0.3328
H 3.59517 0.99013 0.84201 -0.2493 0.1217 0.1873
O -2.36364 1.83581 4.18328 -1.1123 -0.2181 -0.4122
H -1.90651 1.92649 5.00490 0.4679 0.2169 0.8055
H -3.30330 1.71773 4.42553 0.4937 0.3397 -0.0186
O -3.92589 0.20791 0.03043 0.0196 -0.0221 -1.7227
H -4.09483 1.14300 0.08872 -0.8450 0.5720 -0.9235
H -3.59829 0.15267 0.90638 0.7888 -1.1688 1.9039
O 5.71856 0.65744 -0.97795 0.3190 1.0451 -0.2631
H 4.85832 0.85269 -0.57015 0.0953 -0.3294 -0.2676
H 5.86034 1.48704 -1.47325 0.3268 -0.4553 0.2701
O -1.16170 4.69817 0.36116 0.1438 0.4968 -0.7212
H -1.14444 4.73289 -0.60811 0.0225 -0.4876 0.1601
H -1.66931 5.49425 0.54216 -0.1815 0.1924 0.4249
O 2.17765 3.99339 -0.13458 -0.2754 0.0999 -0.1289
H 1.46779 4.28770 -0.71640 0.1298 -0.2414 -0.3109
H 1.91922 4.44129 0.67479 0.3161 -0.0587 0.5549
C 1.40190 -0.36178 3.91379 -0.3590 -0.0464 0.1875
C 0.70888 -1.38534 4.84183 1.1236 -0.0931 -1.2504
O -0.58220 -0.93396 5.00263 -1.9485 0.1396 0.1292
O 2.79089 -0.52560 3.90592 0.9522 0.2072 0.3233
H 1.16938 0.69890 4.19177 -0.2139 -0.6620 0.1418
H 1.04499 -0.46421 2.89488 -0.1307 -0.1876 -0.1508
H 1.13607 -1.39833 5.81914 1.1312 -0.0399 0.8067
H 0.80973 -2.44097 4.44766 -0.6340 1.2529 0.1359
H -0.49707 -0.04121 5.36598 -0.2791 -0.3141 -0.1237
H 3.04708 -0.30006 4.81108 0.4307 -0.2331 -0.2693
C -4.01895 3.45614 0.70485 0.0511 -1.7604 2.3128
C -4.52760 3.61557 2.13223 -0.6162 -0.1492 -1.1208
O -3.61926 4.20361 2.93330 1.1109 1.9067 1.8952
O -4.98454 2.68446 0.09565 -2.0222 0.5210 -2.1564
H -3.13203 2.80319 0.68495 0.2047 0.6387 0.1290
H -3.82751 4.40953 0.30961 0.2812 1.1985 -1.0823
H -4.86268 2.65031 2.50377 -0.1727 -0.3271 -0.0213
H -5.34107 4.32514 2.14085 -0.8722 -0.1114 -0.2727
H -2.78244 3.80510 2.79226 1.3872 -0.7397 0.2413
H -5.74651 3.25135 -0.13912 0.4737 -0.6680 0.1400
C 1.82760 2.06451 -4.13095 -0.2006 -0.2693 1.4742
C 2.96010 2.51098 -3.19713 1.6190 -0.1766 -5.6383
O 3.33441 3.80064 -3.51822 -0.7820 2.1660 0.3999
O 1.56584 0.78356 -3.66660 -1.0593 -1.6843 -1.2694
H 2.12219 1.90034 -5.15060 0.1611 0.8259 -0.5628
H 0.88669 2.66720 -4.00186 0.8384 0.1330 -0.4678
H 3.84823 1.92085 -3.46946 -0.4048 -0.3680 0.6086
H 2.68956 2.44991 -2.23594 -1.0673 -0.6516 3.8172
H 2.48565 4.26186 -3.37136 0.9357 0.5978 -0.3888
H 1.70332 0.80482 -2.74183 -0.2581 -0.4509 1.6198
C -3.81930 -2.86779 -1.25628 3.1330 1.1121 0.1842
C -3.96161 -3.63971 0.02594 -0.2952 1.8925 1.0865
O -4.95720 -4.54592 -0.15245 -1.9326 -1.5507 -0.7891
O -3.74328 -3.58486 -2.44378 0.2060 -1.1525 -1.1391
H -2.93365 -2.21495 -1.24741 -0.0960 0.1456 0.5701
H -4.61491 -2.22187 -1.38772 -1.9640 1.3569 0.1902
H -4.28606 -2.93451 0.84520 0.4832 -0.2825 -0.7569
H -3.11144 -4.15506 0.39698 1.4065 -0.3060 0.0913
H -5.10802 -4.48513 -1.10446 -0.4793 -0.8418 0.0230
H -2.81534 -3.68839 -2.74120 -0.8673 -0.4589 0.5852
C -2.11151 0.22545 -3.37324 1.8730 1.2398 0.8718
C -1.89813 1.44857 -2.33420 -0.3365 -1.2246 -1.8558
O -2.91659 2.40282 -2.45244 0.5009 1.2683 -0.4447
O -0.89910 -0.58443 -3.40493 -1.4963 0.2158 0.0403
H -2.42458 0.64488 -4.34034 0.5292 -0.0701 -0.0424
H -2.90681 -0.44208 -3.07867 -0.2317 -0.0835 0.5192
H -0.93528 1.98854 -2.47161 -0.4827 -0.5311 -0.2899
H -1.92121 1.03848 -1.36290 0.0918 -0.5151 1.1741
H -3.76572 2.00935 -2.31741 -0.7510 -0.5524 0.3470
H -0.13079 -0.02095 -3.55449 0.2237 0.2871 -0.2761
C 3.28551 -2.07214 0.86404 2.9716 -3.6041 -1.6776
C 3.16468 -3.57477 1.21233 1.8748 2.0746 2.4966
O 2.70756 -3.54069 2.54303 -2.3900 -1.9527 0.6674
O 3.51963 -2.20680 -0.50700 0.3072 1.6056 -1.4188
H 4.20143 -1.70350 1.34873 -0.1847 0.1012 -0.1001
H 2.51354 -1.42494 1.07565 -2.2393 1.0584 0.8032
H 4.16499 -4.02336 1.26719 0.2247 0.3924 -0.5150
H 2.70062 -4.22284 0.49298 -1.4217 0.0782 0.1016
H 3.35251 -3.13345 3.09783 0.7308 0.4182 0.3499
H 2.63992 -2.37663 -0.88058 0.2115 0.0478 -0.6119
C -2.16607 -1.95979 2.36238 0.8233 -0.0580 -0.1464
C -3.30883 -1.32444 3.14657 0.1721 -1.0804 -0.0512
O -3.50239 0.00006 2.59456 0.3937 -0.5810 2.0812
O -1.82778 -3.27209 2.80286 -1.9229 0.6416 1.4844
H -1.28501 -1.32465 2.52980 -0.2095 0.2045 -0.1330
H -2.33053 -2.01937 1.28289 -0.4466 0.4382 0.0098
H -2.95502 -1.25439 4.17455 0.0209 0.1848 0.1518
H -4.20117 -2.00266 3.23174 0.3927 1.0420 -0.7703
H -2.85704 0.50699 3.15842 -0.5581 -0.2711 -1.3068
H -1.11982 -3.52392 2.26263 1.6285 -0.8783 -1.0598
C 0.11731 0.09965 -0.01732 0.9539 1.4714 1.4388
C 0.01261 1.46688 0.72144 -0.9005 -1.3835 0.0126
O -0.95311 1.27631 1.71744 -0.5117 -1.9614 -1.0875
O 1.07872 0.30141 -1.02005 -0.4645 -0.8500 -1.7860
H -0.84608 -0.25665 -0.39228 0.2391 0.3965 -0.3787
H 0.43215 -0.67727 0.70441 0.0574 0.2809 -0.1047
H -0.23891 2.32460 0.08820 -0.1295 -0.3836 -0.4910
H 0.91315 1.75339 1.24089 1.0615 -0.2385 -0.1828
H -0.95250 2.07829 2.16303 -0.5126 2.3417 2.0186
H 1.96791 0.53337 -0.71848 -0.0006 -0.2162 0.9077
C 0.22669 -3.24655 -1.84549 0.3205 -0.4969 1.9700
C -0.28549 -3.89758 -3.11993 -0.5382 -0.4262 2.0715
O -1.29107 -4.82810 -2.81063 -1.1713 -0.1522 0.2123
O 1.28196 -2.35890 -2.05467 1.0803 -0.0348 -0.4611
H 0.69229 -3.98185 -1.11383 -0.9501 0.0982 -0.9771
H -0.52416 -2.69026 -1.23822 -0.2042 -0.6896 -0.7590
H 0.41042 -4.43001 -3.66029 2.4332 -0.7023 -0.9770
H -0.69594 -3.20729 -3.77947 -0.8311 1.5792 -0.9708
H -0.93099 -5.64032 -2.45451 0.1530 -0.0602 0.0787
H 1.00131 -1.45516 -1.99159 -0.4202 1.0639 -0.0981
C 4.34001 -1.01500 -3.59496 0.8125 -1.3917 -0.0316
C 4.39189 -2.55624 -3.61300 -0.8208 -0.0654 0.8751
O 3.13417 -3.12036 -3.89627 0.3041 -0.8745 -1.1819
O 5.69242 -0.70590 -3.29016 -0.2863 1.1845 -0.0382
H 3.62134 -0.55998 -2.86472 0.5331 -0.6207 -0.5222
H 4.08979 -0.72222 -4.62028 -0.1447 0.4252 0.1718
H 4.77047 -2.94938 -2.62527 -0.0591 0.5336 -0.9916
H 5.02219 -2.87611 -4.44811 0.2870 0.1892 0.3826
H 2.49983 -2.80109 -3.27556 -0.7315 0.4273 0.7726
H 5.64660 -0.19182 -2.46579 0.4522 -0.3726 0.0138
```
Positions in Å, forces in eV/Å.

Values from the calculation:
**Orbital gap**: 7.683 eV
**2S+1**: 1
**E_tot**: -79294.7544 eV
**Relative energy (zero: lowest compared OMol25 entry of this formula, charge and spin)**: 3.7 kcal per mole

Results of the Löwdin charge analysis, in e, for atoms 1 through 8: -0.0108 0.0447 0.0439 -0.0097 0.0024 -0.0360 -0.0379 0.0693